[1]
Computed, not measured: C37H35N3O4RuS3Te as an isolated structure, with wB97M-V/def2-TZVPD.

The geometry in ORCA input format:
```
! wB97M-V def2-TZVPD RIJCOSX def2/J DEFGRID3
* xyz 1 6
Ru 0.099 1.805 1.057
N 1.153 1.524 2.929
N 2.237 0.628 2.756
C 2.711 0.388 1.442
O 3.812 -0.100 1.315
O 1.872 0.668 0.488
H 1.468 2.445 3.236
H 0.505 1.159 3.623
H 2.967 0.695 3.450
O 0.580 3.631 0.942
C -0.588 4.246 0.404
C -1.467 4.729 1.538
C -2.730 5.240 1.492
C -3.232 5.570 2.782
C -2.340 5.300 3.770
S -0.881 4.660 3.148
C -1.231 3.062 -0.355
C -0.485 2.319 -1.269
C -1.290 1.408 -2.017
C -2.602 1.501 -1.682
S -2.908 2.658 -0.454
C -0.159 5.335 -0.551
C 1.108 5.575 -0.988
C 1.162 6.628 -1.942
C -0.062 7.149 -2.216
S -1.291 6.393 -1.297
H -3.288 5.399 0.579
H -4.211 5.990 2.960
H -2.457 5.456 4.830
H 0.541 2.569 -1.506
H -0.905 0.753 -2.785
H -3.426 0.934 -2.090
H 1.964 5.022 -0.628
H 2.074 6.983 -2.400
H -0.307 7.952 -2.892
C 3.575 -4.179 -5.516
C 2.837 -3.586 -4.349
C 2.016 -4.376 -3.545
C 1.350 -3.853 -2.451
C 0.480 -4.752 -1.609
C 1.507 -2.486 -2.156
Te 0.447 -1.678 -0.535
N -0.935 0.029 1.081
C -2.080 0.208 1.710
O -1.995 1.181 2.517
C -3.288 -0.613 1.540
C -4.270 -0.604 2.525
C -5.408 -1.378 2.360
C -5.568 -2.144 1.212
C -4.594 -2.141 0.221
C -3.451 -1.377 0.385
C 1.469 -2.701 0.956
C 2.846 -2.850 0.783
C 3.589 -3.498 1.752
C 2.951 -4.002 2.876
C 1.581 -3.859 3.035
C 0.803 -3.204 2.085
C -0.680 -3.084 2.305
C 2.316 -1.667 -2.954
C 2.533 -0.197 -2.690
C 2.969 -2.241 -4.039
H 3.186 -5.162 -5.776
H 4.634 -4.291 -5.275
H 3.506 -3.537 -6.393
H 1.893 -5.426 -3.784
H 0.390 -5.737 -2.064
H -0.532 -4.350 -1.499
H 0.894 -4.887 -0.607
H -4.133 0.008 3.407
H -6.174 -1.383 3.124
H -6.462 -2.742 1.087
H -4.733 -2.729 -0.676
H -2.688 -1.349 -0.383
H 3.336 -2.444 -0.091
H 4.658 -3.600 1.631
H 3.523 -4.518 3.636
H 1.096 -4.276 3.910
H -1.061 -3.954 2.839
H -1.241 -3.000 1.374
H -0.910 -2.200 2.904
H 1.940 0.188 -1.860
H 2.307 0.383 -3.587
H 3.575 -0.005 -2.427
H 3.601 -1.612 -4.658
*
```

Computed properties:
Energy   -93968.782 eV
LUMO (alpha / beta)   -2.62 / -5.13 eV
HOMO level (alpha / beta)   -10.79 / -10.84 eV
ΔE to the lowest compared entry with this formula, charge and spin   0.2991 eV

[2]
Computed, not measured: a 2-piece molecular cluster, C37H35N5O3 overall at a distorted geometry, with wB97M-V/def2-TZVPD.

The geometry in ORCA input format:
```
! wB97M-V def2-TZVPD RIJCOSX def2/J DEFGRID3
* xyz 0 1
C 5.954 -2.289 -2.871
C 6.013 -1.721 -1.592
C 5.372 -0.508 -1.338
C 4.684 0.161 -2.374
C 3.979 1.425 -2.163
N 3.064 1.741 -3.068
C 2.432 2.855 -3.294
C 1.505 2.992 -4.351
N 0.736 3.277 -5.193
C 4.284 2.296 -1.015
C 5.587 2.407 -0.470
C 5.838 3.291 0.582
C 4.809 4.095 1.086
C 3.517 3.986 0.559
C 3.259 3.092 -0.478
C 4.590 -0.439 -3.639
C 5.224 -1.655 -3.887
H 6.469 -3.227 -3.067
H 6.559 -2.212 -0.783
H 5.394 -0.068 -0.340
H 2.718 3.799 -2.796
H 6.399 1.799 -0.877
H 6.841 3.347 1.012
H 5.007 4.800 1.893
H 2.697 4.597 0.938
H 2.256 3.025 -0.900
H 4.005 0.063 -4.410
H 5.142 -2.102 -4.877
C -4.475 -3.559 3.158
N -3.777 -2.352 2.787
C -3.359 -1.464 3.736
O -3.553 -1.573 4.945
C -2.640 -0.323 3.017
C -1.178 -0.169 3.454
C -1.021 0.124 4.931
C -0.375 -0.795 5.761
C -0.334 -0.586 7.141
C -0.903 0.574 7.689
C -1.488 1.526 6.845
C -1.542 1.305 5.465
N -2.770 -0.706 1.607
C -2.257 0.073 0.633
C -2.320 -0.200 -0.728
C -1.776 0.587 -1.744
C -1.965 0.318 -3.135
C -1.424 1.191 -4.129
C -1.534 0.939 -5.478
C -2.248 -0.204 -5.911
N -2.362 -0.480 -7.302
O -2.990 -1.498 -7.676
O -1.821 0.307 -8.114
C -2.830 -1.078 -4.968
C -2.701 -0.818 -3.612
C -3.474 -1.992 1.407
C -2.557 -3.057 0.792
C -4.790 -1.844 0.632
H -4.531 -3.617 4.249
H -5.497 -3.565 2.755
H -3.947 -4.444 2.780
H -3.192 0.620 3.209
H -0.653 -1.108 3.207
H -0.738 0.645 2.855
H 0.065 -1.687 5.308
H 0.139 -1.331 7.782
H -0.883 0.734 8.769
H -1.909 2.447 7.255
H -1.995 2.034 4.789
H -1.787 0.997 0.988
H -2.832 -1.117 -1.017
H -1.200 1.474 -1.473
H -0.915 2.093 -3.806
H -1.087 1.599 -6.219
H -3.376 -1.950 -5.329
H -3.183 -1.494 -2.909
H -1.684 -3.204 1.445
H -3.102 -4.007 0.707
H -2.203 -2.762 -0.197
H -5.454 -1.163 1.182
H -4.631 -1.443 -0.370
H -5.278 -2.825 0.549
*
```

Computed properties:
Energy   -52523.479 eV
LUMO   -3.40 eV
HOMO level   -4.90 eV

[3]
Computed, not measured: an isolated ion of composition C37H35O3Si and charge +1 at a distorted geometry, with wB97M-V/def2-TZVPD.

The geometry in ORCA input format:
```
! wB97M-V def2-TZVPD RIJCOSX def2/J DEFGRID3
* xyz 1 1
C 6.924 -3.519 -3.843
O 6.431 -2.177 -4.037
C 5.145 -1.881 -3.713
C 4.744 -0.532 -3.868
C 3.490 -0.146 -3.434
C 2.651 -1.041 -2.759
C 1.363 -0.481 -2.096
C 0.068 -1.180 -2.533
C -1.153 -0.589 -2.184
C -2.352 -1.186 -2.569
C -2.352 -2.365 -3.324
C -3.653 -3.003 -3.701
C -1.138 -2.885 -3.769
C 0.061 -2.261 -3.427
C 3.020 -2.390 -2.676
C 4.258 -2.825 -3.154
H 7.971 -3.475 -4.138
H 6.840 -3.830 -2.794
H 6.391 -4.234 -4.480
H 5.426 0.179 -4.327
H 3.164 0.879 -3.609
H 1.281 0.544 -2.501
H -1.156 0.357 -1.632
H -3.301 -0.725 -2.299
H -3.553 -4.089 -3.802
H -4.429 -2.785 -2.960
H -4.018 -2.630 -4.667
H -1.131 -3.762 -4.421
H 0.995 -2.638 -3.848
H 2.323 -3.129 -2.274
H 4.535 -3.877 -3.088
C -5.515 0.258 0.567
C -5.202 1.477 1.174
C -3.915 1.697 1.691
C -2.925 0.704 1.585
Si -1.229 0.911 2.301
C -0.752 2.704 2.364
C -1.231 3.609 1.405
C -0.792 4.939 1.396
C 0.099 5.394 2.376
C 0.486 4.530 3.405
C 0.028 3.205 3.421
C -1.355 0.422 4.136
C -2.187 1.184 4.986
C -2.293 0.890 6.356
C -1.571 -0.177 6.898
C -0.762 -0.947 6.059
C -0.662 -0.658 4.691
O -0.233 -0.117 1.109
C 0.565 0.361 0.217
C 1.570 -0.394 -0.604
C 2.771 0.511 -0.283
C 2.196 1.888 -0.293
O 0.798 1.657 0.225
C -3.257 -0.521 0.989
C -4.539 -0.740 0.479
H -6.511 0.086 0.156
H -5.954 2.266 1.241
H -3.687 2.656 2.167
H -1.951 3.275 0.656
H -1.133 5.616 0.610
H 0.491 6.414 2.337
H 1.157 4.882 4.191
H 0.287 2.563 4.265
H -2.761 2.031 4.591
H -2.937 1.500 6.995
H -1.650 -0.402 7.964
H -0.205 -1.781 6.482
H -0.033 -1.269 4.045
H 1.693 -1.418 -0.211
H 3.095 0.246 0.724
H 3.629 0.365 -0.935
H 2.711 2.567 0.389
H 2.098 2.301 -1.304
H -2.510 -1.314 0.907
H -4.770 -1.694 0.006
*
```

Computed properties:
Energy   -52951.889 eV
LUMO   -3.39 eV
HOMO level   -10.83 eV
ΔE to the lowest compared entry with this formula, charge and spin   0.0000 eV

[4]
Computed, not measured: C37H36CdN2O7P as an isolated structure, with wB97M-V/def2-TZVPD.

The geometry in ORCA input format:
```
! wB97M-V def2-TZVPD RIJCOSX def2/J DEFGRID3
* xyz -1 1
Cd 0.172 0.211 0.489
C -0.776 -4.305 -0.338
C -1.792 -3.586 0.554
C -1.270 -3.522 1.997
C -2.168 -2.204 0.034
C -2.747 -1.256 0.877
C -3.186 -0.027 0.398
C -3.045 0.314 -0.942
C -3.563 1.626 -1.468
C -2.432 -0.611 -1.780
C -2.010 -1.847 -1.305
H -0.461 -5.236 0.139
H 0.107 -3.682 -0.494
H -1.200 -4.566 -1.311
H -2.716 -4.175 0.551
H -0.518 -2.736 2.098
H -0.811 -4.473 2.271
H -2.065 -3.320 2.717
H -2.866 -1.468 1.932
H -3.631 0.686 1.084
H -4.597 1.519 -1.806
H -2.965 1.970 -2.315
H -3.536 2.398 -0.697
H -2.269 -0.359 -2.824
H -1.528 -2.532 -1.992
O 2.653 -2.796 -1.307
C 1.985 -1.770 -1.239
O 0.955 -1.587 -0.495
C 2.359 -0.624 -2.211
P 1.894 1.047 -1.593
C 3.502 1.740 -1.066
C 3.738 3.112 -1.143
C 4.877 3.669 -0.580
C 5.794 2.860 0.076
C 5.570 1.492 0.154
C 4.431 0.935 -0.408
C 1.592 1.973 -3.145
C 0.324 2.523 -3.335
C 0.020 3.200 -4.513
C 0.979 3.331 -5.506
C 2.246 2.783 -5.322
C 2.550 2.111 -4.149
H 1.760 -0.804 -3.107
H 3.411 -0.701 -2.481
H 3.024 3.750 -1.655
H 5.043 4.738 -0.642
H 6.674 3.293 0.535
H 6.278 0.855 0.671
H 4.251 -0.131 -0.314
H -0.410 2.426 -2.539
H -0.966 3.631 -4.646
H 0.746 3.861 -6.421
H 2.996 2.885 -6.097
H 3.541 1.693 -4.009
O 2.006 0.608 1.713
N 1.706 0.916 2.908
N 0.590 0.441 3.315
O -0.231 -0.306 2.603
C 0.137 0.854 4.612
C -1.220 1.063 4.783
C -1.678 1.529 6.006
C -0.790 1.772 7.046
C 0.566 1.531 6.864
C 1.037 1.067 5.645
H -1.878 0.896 3.942
H -2.736 1.719 6.141
H -1.153 2.148 7.995
H 1.262 1.705 7.675
H 2.089 0.877 5.481
O -3.642 4.206 1.051
C -2.665 4.883 0.375
C -2.872 6.175 -0.098
C -1.872 6.835 -0.798
C -0.662 6.200 -1.040
C -0.473 4.904 -0.577
C -1.460 4.235 0.139
C -1.167 2.844 0.654
O -1.212 2.619 1.860
O -0.831 2.017 -0.270
H -4.375 4.807 1.217
H -3.827 6.661 0.081
H -2.043 7.843 -1.157
H 0.125 6.701 -1.590
H 0.462 4.385 -0.760
*
```

Computed properties:
Energy   -70121.074 eV
LUMO   2.44 eV
HOMO level   -5.51 eV
ΔE to the lowest compared entry with this formula, charge and spin   0.4858 eV

[5]
Computed, not measured: C37H36GeILuN3O6PSe2 as an isolated structure at a distorted geometry, with wB97M-V/def2-TZVPD.

The geometry in ORCA input format:
```
! wB97M-V def2-TZVPD RIJCOSX def2/J DEFGRID3
* xyz -2 1
Lu 9.156 -20.772 -4.384
C 5.239 -19.198 -2.593
C 5.417 -20.562 -1.985
N 4.592 -20.967 -1.042
C 4.819 -22.201 -0.495
C 5.871 -22.992 -0.854
C 6.148 -24.239 -0.072
O 7.122 -24.041 0.965
C 6.758 -22.577 -1.889
C 7.888 -23.380 -2.372
N 8.724 -22.901 -3.217
C 9.866 -23.587 -3.760
C 10.266 -24.921 -3.573
C 11.542 -25.258 -4.028
C 12.348 -24.330 -4.683
C 11.874 -23.059 -4.955
C 10.641 -22.642 -4.472
I 10.890 -21.059 -7.502
C 6.516 -21.343 -2.478
O 7.303 -20.769 -3.391
H 4.621 -18.578 -1.955
H 4.806 -19.325 -3.607
H 6.187 -18.702 -2.798
H 4.149 -22.452 0.319
H 6.593 -25.013 -0.680
H 5.167 -24.542 0.327
H 6.973 -23.138 1.261
H 8.056 -24.336 -1.861
H 9.655 -25.622 -3.066
H 11.885 -26.271 -3.871
H 13.365 -24.558 -5.018
H 12.593 -22.386 -5.486
O 14.128 -17.292 -0.080
C 14.117 -18.453 -0.449
O 14.916 -19.397 -0.294
C 12.926 -18.903 -1.395
C 12.551 -20.219 -1.253
C 11.481 -20.753 -1.963
N 10.818 -20.006 -2.843
C 11.154 -18.687 -2.995
C 12.181 -18.111 -2.312
C 10.336 -17.919 -4.063
O 10.565 -16.778 -4.353
O 9.433 -18.694 -4.628
H 13.033 -20.890 -0.558
H 11.290 -21.806 -1.868
H 12.388 -17.044 -2.423
Se 7.933 -17.629 -9.615
P 6.686 -18.083 -7.949
Se 7.017 -20.010 -6.915
C 6.701 -16.762 -6.669
C 7.314 -15.576 -7.049
C 7.200 -14.469 -6.258
C 6.530 -14.543 -5.034
C 5.995 -15.778 -4.607
C 6.052 -16.905 -5.434
C 4.962 -18.035 -8.531
C 3.943 -17.455 -7.790
C 2.645 -17.394 -8.288
C 2.303 -17.982 -9.470
C 3.289 -18.629 -10.240
C 4.603 -18.606 -9.793
H 7.830 -15.533 -7.981
H 7.724 -13.566 -6.593
H 6.527 -13.665 -4.411
H 5.576 -15.815 -3.604
H 5.695 -17.875 -5.131
H 4.154 -17.012 -6.774
H 1.901 -16.913 -7.715
H 1.279 -17.884 -9.819
H 3.043 -19.072 -11.201
H 5.428 -19.047 -10.342
C 13.285 -18.684 -8.504
Ge 12.271 -19.565 -9.908
C 12.119 -18.395 -11.514
C 13.027 -21.285 -10.527
C 10.562 -19.833 -9.200
H 14.047 -17.996 -8.829
H 13.713 -19.438 -7.845
H 12.626 -18.140 -7.822
H 13.064 -18.194 -11.946
H 11.722 -17.461 -11.250
H 11.467 -18.879 -12.221
H 14.080 -21.258 -10.752
H 12.535 -21.595 -11.437
H 12.891 -22.040 -9.756
H 9.833 -20.328 -9.795
H 10.068 -18.925 -8.798
*
```

Computed properties:
Energy   -293934.426 eV
LUMO   3.54 eV
HOMO level   -3.00 eV
ΔE to the lowest compared entry with this formula, charge and spin   1.2317 eV

[6]
Computed, not measured: C37H36N5O7SW as an isolated structure, with wB97M-V/def2-TZVPD.

The geometry in ORCA input format:
```
! wB97M-V def2-TZVPD RIJCOSX def2/J DEFGRID3
* xyz 1 3
W 0.435 0.004 0.197
C 1.298 5.647 1.117
C -0.152 6.130 1.095
C -0.286 7.224 0.026
C -0.487 6.715 2.475
C -1.134 5.004 0.781
C -2.512 5.280 0.746
C -3.436 4.311 0.437
C -2.976 3.022 0.178
S -3.914 1.642 -0.270
C -2.486 0.717 -0.344
N -1.364 1.339 -0.039
C -1.620 2.703 0.231
C -0.701 3.719 0.513
C -2.415 -0.662 -0.737
C -3.484 -1.381 -1.268
C -3.264 -2.676 -1.698
C -2.000 -3.236 -1.588
C -0.948 -2.526 -1.026
C -1.134 -1.207 -0.590
H 1.953 6.482 1.362
H 1.618 5.255 0.149
H 1.458 4.876 1.875
H 0.406 8.039 0.241
H -1.293 7.641 -0.002
H -0.054 6.833 -0.966
H 0.205 7.525 2.712
H -0.402 5.956 3.255
H -1.497 7.124 2.512
H -2.861 6.283 0.950
H -4.492 4.542 0.393
H 0.352 3.515 0.476
H -4.467 -0.937 -1.361
H -4.078 -3.251 -2.117
H -1.838 -4.252 -1.925
H 0.012 -3.012 -0.903
C 5.175 -1.060 -2.392
N 4.047 -1.286 -1.494
C 4.397 -1.603 -0.111
C 2.809 -0.881 -1.783
O 2.045 -0.574 -0.799
N 2.362 -0.808 -3.035
C 2.836 -1.698 -4.090
C 1.143 -0.053 -3.336
H 5.937 -0.502 -1.848
H 4.867 -0.465 -3.247
H 5.608 -1.999 -2.737
H 5.139 -2.400 -0.119
H 3.517 -1.935 0.435
H 4.827 -0.730 0.388
H 3.516 -2.442 -3.686
H 3.334 -1.140 -4.883
H 1.973 -2.215 -4.512
H 1.113 0.861 -2.749
H 0.248 -0.654 -3.143
H 1.168 0.214 -4.390
O 3.273 2.776 -0.437
C 2.359 2.164 0.051
O 1.280 1.748 -0.599
C 2.315 1.685 1.478
C 3.429 1.377 2.220
C 3.273 0.653 3.409
C 2.054 0.136 3.847
C 0.964 0.454 3.081
C 1.004 1.290 1.928
N -0.287 -0.223 3.181
O -0.676 -0.750 4.177
O -0.946 -0.247 2.090
N 4.476 0.300 4.164
O 4.321 -0.272 5.224
O 5.550 0.590 3.674
H 4.415 1.656 1.878
H 2.001 -0.539 4.689
H 0.192 2.012 1.842
C 0.947 -1.760 1.195
C 1.257 -2.799 1.744
C 1.578 -3.988 2.469
C 2.745 -4.702 2.180
C 3.055 -5.844 2.896
C 2.206 -6.287 3.899
C 1.044 -5.586 4.190
C 0.726 -4.439 3.482
H 3.399 -4.353 1.391
H 3.960 -6.393 2.671
H 2.451 -7.181 4.457
H 0.383 -5.933 4.973
H -0.176 -3.883 3.704
*
```

Computed properties:
Energy   -73385.540 eV
LUMO (alpha / beta)   -4.25 / -4.73 eV
HOMO level (alpha / beta)   -10.30 / -11.02 eV
ΔE to the lowest compared entry with this formula, charge and spin   1.9731 eV

The highest energy belongs to which entry? C37H35N5O3